1.
Molecular formula: C8H14BrClN3O8P2S
Method: DFT, ωB97M-V with the def2-TZVPD basis set

Its total charge is -1. The total energy comes out at -5194.610008 Eh.

Positions of all 38 atoms, in Å:
C (-1.96077, -2.83934, -3.22788)
C (-1.66211, -2.15869, -1.90709)
C (-0.24380, -1.56945, -1.69176)
Br (0.94086, -1.86178, -3.27151)
N (0.31184, -2.00603, -0.45330)
P (0.41102, -3.70282, -0.18671)
N (0.17506, -4.62004, -1.43433)
C (1.38373, -1.21382, 0.13169)
N (1.51927, -1.70582, 1.57589)
C (0.60132, -1.41406, 2.32757)
O (-0.18040, -1.08530, 3.10533)
C (2.81593, -1.44269, -0.46851)
O (3.36676, -2.51566, -0.14755)
O (3.26813, -0.49345, -1.16712)
P (0.94251, 0.61223, 0.33577)
O (2.19590, 1.09999, 1.24963)
Cl (1.19712, 1.63792, -1.43480)
H (-1.91923, -2.15422, -4.06285)
H (-2.99940, -3.17153, -3.18082)
H (-1.36562, -3.72486, -3.38866)
H (-2.36077, -1.33073, -1.82990)
H (-1.91525, -2.84291, -1.10413)
H (-0.36291, -0.49974, -1.71077)
H (1.63389, -3.95686, 0.42958)
H (-0.60178, -3.92704, 0.76425)
H (0.99339, -5.19578, -1.57652)
H (2.88363, 0.41813, 1.27912)
C (-1.07490, 4.08726, 2.84206)
C (0.20445, 4.33527, 2.07737)
O (-0.23604, 4.78733, 0.78752)
S (-1.58957, 5.61679, 0.94193)
O (-1.29200, 7.00348, 0.97699)
O (-2.54875, 5.09226, 0.04308)
O (-1.94922, 5.15124, 2.43202)
H (-1.52871, 3.13569, 2.56007)
H (-0.93156, 4.11624, 3.91830)
H (0.80859, 3.43631, 1.98146)
H (0.79825, 5.13152, 2.53174)

Forces on atoms 1 to 2 (eV/Å):
-0.8 -0.2 0.2
0.2 0.0 -0.5


2.
Molecular formula: C8H14BrNP
Method: DFT, ωB97M-V with the def2-TZVPD basis set

Its total charge is +1. The total energy comes out at -3282.795896 Eh.

Positions of all 25 atoms, in Å:
Br (4.11162, 0.81391, 1.52419)
P (3.35713, -0.96431, 0.33139)
C (1.97005, -0.57114, -0.92026)
C (1.48582, 0.99322, -0.96067)
C (0.67292, 1.51003, 0.36427)
C (-0.25075, 0.37778, 1.10545)
N (-1.56992, 0.07669, 0.41423)
C (-2.19507, 0.62054, -0.85206)
C (-3.62434, -0.19844, -1.03215)
C (-3.85663, -1.25992, 0.22342)
C (-2.47408, -0.97719, 1.08781)
H (4.47684, -1.51292, -0.44525)
H (2.94683, -2.00864, 1.27772)
H (1.09207, -1.33841, -0.71080)
H (2.36570, -0.82841, -2.01587)
H (2.47827, 1.65188, -1.01818)
H (0.92109, 1.18817, -1.98832)
H (1.42615, 2.05526, 1.09384)
H (-0.07228, 2.36365, -0.00788)
H (-0.52355, 0.80505, 2.18624)
H (0.27752, -0.65125, 1.29638)
H (-1.69742, 1.44689, -1.51488)
H (-4.34357, -0.02410, -1.95282)
H (-4.74592, -2.00598, 0.41532)
H (-2.22847, -1.56238, 2.09887)

Forces on atoms 1 to 2 (eV/Å):
-0.6 -1.7 -1.1
-0.1 0.3 -0.4


3.
Molecular formula: C8H14BrNSi
Method: DFT, ωB97M-V with the def2-TZVPD basis set

For the energy above the lowest of the compared OMol25 structures with the same formula, charge and spin, the calculation gives 113.9 kJ/mol. As for the SMILES: C[Si](C)(C)c1ccccn1.Br. Its total charge is 0.

Positions of all 25 atoms, in Å:
C (1.73001, -2.12524, -1.15597)
C (0.71931, -1.18481, -1.20823)
C (1.87992, -1.62046, 1.16745)
C (2.28995, -2.36865, 0.09437)
C (0.36296, -0.38724, -0.05009)
C (-2.11212, 0.17544, 1.50656)
C (-1.94886, 0.68149, -1.57648)
C (-0.54949, 2.60139, 0.51004)
N (1.03531, -0.55324, 1.09857)
Si (-1.06202, 0.81117, 0.04483)
Br (2.83504, 1.66644, -0.10266)
H (2.06544, -2.70972, -1.93409)
H (0.04714, -1.22397, -2.13317)
H (2.23005, -1.84830, 2.12188)
H (2.97057, -3.20004, 0.15663)
H (2.58498, 0.42228, 0.45047)
H (-3.14437, -0.23422, 1.26183)
H (-1.58012, -0.56496, 2.10645)
H (-2.42713, 0.94373, 2.20261)
H (-1.33325, 0.72963, -2.52388)
H (-2.49005, -0.15308, -1.77800)
H (-2.57320, 1.59332, -1.87517)
H (-0.01101, 2.97124, -0.30591)
H (-1.40647, 3.10893, 0.53429)
H (-0.11260, 2.46885, 1.38765)

Forces on atoms 1 to 2 (eV/Å):
-0.7 1.5 2.4
-1.9 0.1 -0.6


4.
Molecular formula: C8H14F6Ni2O8
Method: DFT, ωB97M-V with the def2-TZVPD basis set

The expectation value of S² is 6.008. For the energy above the lowest of the compared OMol25 structures with the same formula, charge and spin, the calculation gives 134.4 kJ/mol. The spin multiplicity is 5. Its total charge is 0.

Positions of all 38 atoms, in Å:
Ni (17.13930, 11.61460, 3.72359)
Ni (18.31222, 11.71153, 6.10861)
O (19.06614, 11.90653, 4.24275)
H (19.90660, 12.38981, 4.12200)
O (16.80624, 12.77936, 5.24441)
H (16.26658, 13.48981, 5.64262)
O (19.25092, 12.69464, 7.50088)
H (19.67183, 13.19622, 8.22599)
O (17.20765, 10.15875, 5.12247)
H (17.48014, 9.23705, 5.29784)
C (22.34341, 10.10186, 9.78701)
C (21.23595, 10.10200, 8.75124)
O (21.72733, 9.37742, 7.63966)
C (20.96238, 9.40729, 6.46448)
O (19.84544, 9.80686, 6.37118)
C (21.66890, 8.76391, 5.31061)
F (21.63425, 9.67409, 4.36392)
F (22.93098, 8.49486, 5.54560)
F (20.93281, 7.68063, 4.96464)
H (22.44688, 9.15598, 10.31872)
H (22.05463, 10.90673, 10.46294)
H (23.22738, 10.49188, 9.28247)
H (20.95509, 11.11857, 8.47590)
H (20.33780, 9.72096, 9.23728)
C (13.65618, 10.45380, 7.53380)
C (14.42977, 11.76580, 7.87715)
O (15.15100, 11.65629, 9.08441)
C (16.49628, 11.28135, 9.04822)
O (17.11335, 11.00914, 8.01002)
C (17.13751, 11.20314, 10.45365)
F (16.43311, 10.33753, 11.17260)
F (18.34270, 10.71526, 10.37333)
F (17.08263, 12.36879, 11.05732)
H (14.23430, 9.62888, 7.11742)
H (12.78383, 10.76519, 6.95922)
H (13.18753, 10.02649, 8.42029)
H (13.74202, 12.59024, 8.06530)
H (15.03989, 12.12890, 7.05009)

Forces on atoms 1 to 2 (eV/Å):
1.6 -0.3 2.5
0.3 0.2 0.6


5.
Molecular formula: C8H14N
Method: DFT, ωB97M-V with the def2-TZVPD basis set

For the energy above the lowest of the compared OMol25 structures with the same formula, charge and spin, the calculation gives 340.4 kJ/mol. Its total charge is +1.

Positions of all 23 atoms, in Å:
C (-2.32815, 0.77035, -0.84779)
C (-1.19268, 0.35434, -1.09021)
C (0.51138, -1.06254, -0.30529)
C (0.95319, -0.11089, 0.76097)
C (-3.59970, 1.39501, -0.84053)
C (1.36454, -2.11440, -1.05821)
C (2.14674, 0.72650, 0.54841)
C (-0.08350, 0.30755, 1.70959)
N (0.08872, 0.03001, -1.17438)
H (-0.25163, -1.60907, 0.24794)
H (-3.65470, 2.48125, -0.99781)
H (-4.39728, 0.79274, -1.44357)
H (-4.22965, 1.27654, 0.10382)
H (0.79831, -2.51994, -1.77888)
H (1.75289, -2.78853, -0.29846)
H (2.32595, -1.66600, -1.48379)
H (2.58135, 1.09955, 1.53920)
H (1.84729, 1.67091, 0.10352)
H (3.02940, 0.33984, 0.10418)
H (0.54528, 0.63113, 2.66173)
H (-0.87800, -0.45044, 2.04303)
H (-0.64387, 1.17959, 1.14439)
H (0.64005, 0.83920, -1.37846)

Forces on atoms 1 to 2 (eV/Å):
3.4 -0.6 -0.8
-3.9 1.6 0.7


6.
Molecular formula: C8H14N
Method: DFT, ωB97M-V with the def2-TZVPD basis set

For the energy above the lowest of the compared OMol25 structures with the same formula, charge and spin, the calculation gives 7.1 kJ/mol. As for the SMILES: CC1=C(C)[C@H]2[NH2+][C@@]2(C)C1. Its total charge is +1.

Positions of all 23 atoms, in Å:
C (0.94461, 0.67319, -0.00516)
C (0.90620, -0.65936, -0.17831)
C (-0.45569, 1.27221, -0.03219)
C (-0.58562, -1.04607, -0.24637)
C (-1.35913, 0.09491, -0.13401)
C (2.24747, 1.46923, 0.25593)
C (1.99434, -1.71521, -0.33099)
C (-2.75426, 0.32689, -0.67857)
N (-1.28710, -0.75724, 1.09298)
H (-0.69107, 1.77323, 0.97591)
H (-0.50998, 1.93726, -0.93506)
H (-0.79247, -2.02176, -0.56692)
H (2.04151, 2.57352, 0.22431)
H (2.94666, 1.20483, -0.43236)
H (2.50931, 1.21756, 1.23111)
H (2.60720, -1.42665, -1.13265)
H (1.62580, -2.78422, -0.42748)
H (2.66516, -1.76347, 0.52218)
H (-3.28068, 0.92069, 0.01836)
H (-3.25415, -0.58959, -0.93870)
H (-2.58155, 0.88059, -1.56654)
H (-2.05511, -1.30790, 1.46125)
H (-0.88146, -0.27263, 1.82327)

Forces on atoms 1 to 2 (eV/Å):
1.1 -0.2 0.0
-1.3 -0.6 -0.1


7.
Molecular formula: C8H14N2
Method: DFT, ωB97M-V with the def2-TZVPD basis set

For the energy above the lowest of the compared OMol25 structures with the same formula, charge and spin, the calculation gives 123.3 kJ/mol. As for the SMILES: CCCC#N.CCCC#N. Its total charge is 0.

Positions of all 24 atoms, in Å:
C (-23.74994, -32.16161, -24.17349)
C (-25.26750, -31.81125, -24.22755)
C (-25.60997, -30.39973, -24.63429)
C (-25.64030, -29.48532, -23.42271)
N (-25.61911, -28.82643, -22.46820)
H (-23.57905, -33.20564, -23.91097)
H (-23.25040, -31.45870, -23.50679)
H (-23.30100, -32.05676, -25.16119)
H (-25.73351, -32.09674, -23.28445)
H (-25.68643, -32.52426, -24.93763)
H (-26.55882, -30.44349, -25.16896)
H (-24.85802, -30.04828, -25.34079)
C (-24.64087, -35.15078, -17.61650)
C (-24.72067, -33.93952, -18.59696)
C (-25.56261, -32.72362, -18.00366)
C (-25.03811, -32.38753, -16.67593)
N (-24.58325, -32.02938, -15.65628)
H (-24.07802, -35.94219, -18.11144)
H (-25.51442, -35.65758, -17.20644)
H (-23.97711, -34.93935, -16.77815)
H (-25.19768, -34.29646, -19.50973)
H (-23.71488, -33.56014, -18.77740)
H (-26.58308, -33.02022, -17.76124)
H (-25.49653, -31.91006, -18.72608)

Forces on atoms 1 to 2 (eV/Å):
-0.7 0.7 -0.2
1.0 -1.9 0.1


8.
Molecular formula: C8H14N2
Method: DFT, ωB97M-V with the def2-TZVPD basis set

For the energy above the lowest of the compared OMol25 structures with the same formula, charge and spin, the calculation gives 157.2 kJ/mol. As for the SMILES: CCCC#N.CCCC#N. Its total charge is 0.

Positions of all 24 atoms, in Å:
C (-2.92723, -2.34742, -0.84092)
C (-2.76578, -2.25422, 0.65325)
C (-3.38962, -1.05695, 1.20940)
C (-3.79906, -1.28861, 2.58088)
N (-4.11912, -1.51319, 3.64879)
H (-2.36629, -3.17324, -1.27847)
H (-2.49237, -1.47967, -1.33690)
H (-3.99208, -2.44912, -1.05039)
H (-1.69676, -2.21514, 0.86247)
H (-3.17175, -3.19112, 1.03468)
H (-4.35766, -0.87123, 0.74410)
H (-2.93728, -0.06575, 1.24106)
C (3.66206, 0.98043, 0.38789)
C (3.45472, 1.22126, -1.13123)
C (3.05989, 2.63455, -1.43867)
C (1.87109, 3.00632, -0.59893)
N (0.97983, 3.37918, 0.05235)
H (4.02298, 1.92329, 0.79879)
H (4.45862, 0.23646, 0.39849)
H (2.84275, 0.76566, 1.07397)
H (2.58945, 0.67975, -1.51357)
H (4.35859, 1.02957, -1.70951)
H (2.92040, 2.62782, -2.51968)
H (3.79462, 3.42138, -1.26786)

Forces on atoms 1 to 2 (eV/Å):
0.3 0.2 -0.6
2.0 -1.3 -1.3